No. 1
Computed, not measured: a molecular structure, C29H37AsBCl2InN4O5S2, with ωB97M-V/def2-TZVPD.

CARTESIAN COORDINATES (ANGSTROEM)
In1 1.8133 0.4728 0.1418
O1 1.5758 0.5975 4.7763
C1 2.5330 1.1154 4.1929
O2 3.1747 0.7011 3.1283
C2 2.6547 2.5443 4.6489
O3 1.9034 3.5224 3.8400
C3 2.5750 3.8527 2.6628
C4 2.0595 3.3649 1.3385
O4 2.3202 4.1100 0.3594
O5 1.3612 2.2876 1.3097
H1 1.4276 -0.0713 2.6631
H2 2.1019 2.6314 5.5925
H3 3.6122 2.9773 4.9143
H4 2.5732 4.9391 2.5999
H5 3.6638 3.6297 2.6476
C5 -1.1111 -3.4326 -2.3685
N1 -0.1778 -2.3724 -2.7606
C6 1.1965 -2.3599 -2.5153
C7 1.6488 -1.3412 -3.2430
N2 0.6011 -0.7141 -3.8418
B1 0.8656 0.4123 -4.9269
N3 1.3063 1.6662 -4.0704
C8 0.4886 2.2248 -3.0417
C9 1.2128 3.0055 -2.2244
N4 2.5088 3.0206 -2.7969
C10 3.6836 3.7874 -2.3752
C11 2.5204 2.2238 -3.8507
S1 3.8641 2.0400 -4.8573
C12 -0.5582 -1.3374 -3.5700
S2 -2.1999 -0.9118 -3.9601
H6 -0.8196 -4.3622 -2.9145
H7 -2.0915 -3.0705 -2.7428
H8 -1.1801 -3.6673 -1.2991
H9 1.7863 -3.1390 -1.9332
H10 2.6800 -0.9669 -3.2984
H11 1.8085 0.1210 -5.6390
H12 -0.0546 0.6379 -5.6882
H13 -0.5386 1.9681 -3.0646
H14 0.9206 3.6818 -1.4059
H15 3.7595 4.7001 -2.9964
H16 4.5409 3.1400 -2.4964
H17 3.5654 4.1514 -1.3736
Cl1 5.0063 -2.4902 0.2647
C13 3.9222 -2.3026 1.6925
Cl2 4.7086 -2.8477 3.1805
H18 3.0280 -2.9056 1.4776
H19 3.6200 -1.2752 1.8265
C14 0.9600 -0.7694 1.6267
C15 0.4012 -1.9869 1.9405
C16 0.0169 -2.9937 0.9211
C17 -0.0415 -4.3829 1.2295
C18 0.0562 -4.7733 2.5380
C19 0.1709 -3.8084 3.5428
C20 0.3727 -2.4874 3.3009
H20 0.0730 -2.6686 -0.1159
H21 -0.1144 -5.1204 0.4217
H22 0.2184 -5.8406 2.8423
H23 0.2321 -4.2468 4.5679
H24 0.5566 -1.6546 4.0664
C21 -2.4788 2.0175 -1.0030
As1 -1.4595 0.7458 0.0661
C22 -1.7188 1.3314 1.8583
C23 -2.6416 -0.7886 -0.0957
C24 -4.1203 -0.6679 0.0355
C25 -4.7551 -1.1002 1.2162
C26 -6.1323 -0.8876 1.3370
C27 -6.8491 -0.3230 0.2618
C28 -6.1797 0.0455 -0.8874
C29 -4.8173 -0.0818 -0.9838
H25 -3.3181 2.5949 -0.5828
H26 -2.7793 1.4777 -1.9005
H27 -1.8413 2.7773 -1.3692
H28 -2.6947 1.7602 1.9521
H29 -0.9163 2.0018 2.1020
H30 -1.5763 0.5489 2.5997
H31 -2.1938 -1.4618 0.6107
H32 -2.4625 -1.1553 -1.0939
H33 -4.0868 -1.4949 2.0220
H34 -6.7614 -1.1229 2.2339
H35 -7.9064 -0.1510 0.4291
H36 -6.7128 0.5707 -1.7366
H37 -4.3609 0.1373 -1.9558

Properties
E_HOMO (alpha / beta), eV: -2.228 / -2.226
F_max, eV/A: 4.36
Total charge: -2
E_tot, eV: -160275.0835
Relative energy (zero: lowest compared OMol25 entry of this formula, charge and spin), kcal per mole: 90.8
Gap between HOMO and LUMO (alpha / beta), eV: 5.01 / 5.67

Here is what Löwdin gives for the atomic charges, in e: atom 1 (In): 0.821, atom 2 (O): -0.026, atom 3 (C): -0.640, atom 4 (O): -0.137, atom 5 (C): -0.125, atom 6 (O): -0.106, atom 7 (C): -0.176, atom 8 (C): -0.590, atom 9 (O): -0.037, atom 10 (O): -0.184, atom 11 (H): 0.124, atom 12 (H): 0.111, atom 13 (H): 0.107, atom 14 (H): 0.119, atom 15 (H): 0.143, atom 16 (C): -0.066, atom 17 (N): -0.133, atom 18 (C): -0.089, atom 19 (C): -0.113, atom 20 (N): -0.007, atom 21 (B): -0.473, atom 22 (N): 0.007, atom 23 (C): -0.078, atom 24 (C): -0.078, atom 25 (N): -0.119, atom 26 (C): -0.063, atom 27 (C): -0.856, atom 28 (S): 0.472, atom 29 (C): -0.725, atom 30 (S): 0.490, atom 31 (H): 0.094, atom 32 (H): 0.026, atom 33 (H): 0.054, atom 34 (H): 0.143, atom 35 (H): 0.135, atom 36 (H): 0.039, atom 37 (H): 0.048, atom 38 (H): 0.083, atom 39 (H): 0.113, atom 40 (H): 0.090, atom 41 (H): 0.046, atom 42 (H): 0.048, atom 43 (Cl): 0.462, atom 44 (C): -1.014, atom 45 (Cl): 0.501, atom 46 (H): 0.021, atom 47 (H): -0.037, atom 48 (C): -0.226, atom 49 (C): -0.362, atom 50 (C): -0.046, atom 51 (C): -0.112, atom 52 (C): -0.143, atom 53 (C): -0.130, atom 54 (C): -0.038, atom 55 (H): 0.058, atom 56 (H): 0.097, atom 57 (H): 0.106, atom 58 (H): 0.107, atom 59 (H): 0.130, atom 60 (C): -0.302, atom 61 (As): 1.162, atom 62 (C): -0.293, atom 63 (C): -0.343, atom 64 (C): -0.285, atom 65 (C): -0.038, atom 66 (C): -0.103, atom 67 (C): -0.128, atom 68 (C): -0.107, atom 69 (C): -0.087, atom 70 (H): 0.043, atom 71 (H): -0.008, atom 72 (H): -0.017, atom 73 (H): 0.017, atom 74 (H): 0.007, atom 75 (H): 0.034, atom 76 (H): 0.042, atom 77 (H): 0.020, atom 78 (H): 0.124, atom 79 (H): 0.102, atom 80 (H): 0.084, atom 81 (H): 0.119, atom 82 (H): 0.089

No. 2
Computed, not measured: a molecular structure, C29H37AsBI3N6S2Y, with ωB97M-V/def2-TZVPD.

CARTESIAN COORDINATES (ANGSTROEM)
Y1 -0.1187 -0.7045 -0.3396
N1 -1.6211 1.2413 -0.5564
C1 -3.0018 0.8306 -0.6754
C2 -3.8901 1.2268 0.3143
C3 -5.2164 0.8314 0.2568
C4 -5.6534 0.0507 -0.8055
C5 -4.7583 -0.3313 -1.7918
C6 -3.4131 0.0317 -1.7384
C7 -2.4524 -0.5156 -2.7381
C8 -2.7785 -0.3318 -4.1731
C9 -1.9124 -0.6648 -5.1278
C10 -0.6290 -1.3476 -4.7848
C11 -0.5006 -1.8505 -3.3296
C12 -1.3510 -1.1536 -2.3046
H1 -1.5283 1.9245 0.1902
H2 -1.2904 1.6676 -1.4215
H3 -3.5433 1.8592 1.1222
H4 -5.9059 1.1454 1.0286
H5 -6.6878 -0.2578 -0.8680
H6 -5.0916 -0.9522 -2.6141
H7 -3.7064 0.1645 -4.4305
H8 -2.1315 -0.4413 -6.1641
H9 -0.4032 -2.1420 -5.4977
H10 -0.5548 -2.9364 -3.1986
C13 4.1085 -0.4823 1.3172
N2 3.2726 -1.3011 2.1754
C14 3.3615 -1.3624 3.5519
C15 2.4914 -2.3172 3.9473
N3 1.8796 -2.8342 2.8263
B1 0.9595 -4.0932 2.8751
N4 -0.4326 -3.8529 2.1523
C16 -1.1654 -4.9364 1.7264
C17 -2.3448 -4.4868 1.2442
N5 -2.3242 -3.1166 1.3693
C18 -3.4308 -2.2413 1.0031
C19 -1.1481 -2.7502 1.9319
S1 -0.7126 -1.0947 2.2941
C20 2.3645 -2.2009 1.7599
S2 1.9353 -2.4748 0.1022
H11 4.5531 0.3031 1.9237
H12 3.5054 -0.0498 0.5205
H13 4.8919 -1.0877 0.8620
H14 4.0369 -0.7363 4.1046
H15 2.2470 -2.6850 4.9258
H16 0.7532 -4.3268 4.0418
H17 1.4843 -5.0120 2.2971
H18 -0.7786 -5.9350 1.8043
H19 -3.1896 -5.0010 0.8254
H20 -4.2320 -2.8702 0.6240
H21 -3.1502 -1.5390 0.2168
H22 -3.7750 -1.6828 1.8720
I1 1.1841 2.1151 1.2157
C21 2.5912 2.4935 -0.3056
I2 2.1092 1.3171 -1.9813
H23 3.5815 2.2090 0.0288
H24 2.5392 3.5422 -0.5720
C22 -0.0179 1.5853 5.0934
As1 -1.2060 2.0580 3.6182
C23 -2.8662 1.3521 4.3263
C24 -1.4483 3.9514 4.0180
H25 -0.4611 1.8731 6.0465
H26 0.9354 2.0978 4.9707
H27 0.1553 0.5102 5.0738
H28 -3.0622 1.7839 5.3073
H29 -2.7717 0.2703 4.4073
H30 -3.6907 1.5830 3.6540
H31 -1.7438 4.0912 5.0579
H32 -2.2158 4.3675 3.3662
H33 -0.5148 4.4833 3.8379
I3 4.7047 -3.2512 -3.9067
C25 3.0069 -2.1070 -4.1115
C26 2.8885 -1.2165 -5.2775
C27 1.7815 -0.5123 -5.4887
C28 0.6607 -0.5100 -4.5060
N6 0.9100 -1.3208 -3.2638
C29 2.0043 -2.2035 -3.2376
H34 3.6897 -1.2109 -6.0036
H35 1.6527 0.0583 -6.4000
H36 0.3883 0.5163 -4.2337
H37 2.0018 -2.9358 -2.4427

Properties
E_HOMO, eV: -9.882
F_max, eV/A: 0.69
Total charge: +1
E_tot, eV: -148141.5593
Gap between HOMO and LUMO, eV: 6.84

Here is what Löwdin gives for the atomic charges, in e: atom 1 (Y): 0.965, atom 2 (N): -0.023, atom 3 (C): -0.274, atom 4 (C): -0.034, atom 5 (C): -0.070, atom 6 (C): -0.067, atom 7 (C): -0.025, atom 8 (C): -0.175, atom 9 (C): -0.217, atom 10 (C): -0.028, atom 11 (C): -0.029, atom 12 (C): -0.161, atom 13 (C): -0.249, atom 14 (C): -0.159, atom 15 (H): 0.018, atom 16 (H): 0.094, atom 17 (H): 0.099, atom 18 (H): 0.111, atom 19 (H): 0.111, atom 20 (H): 0.124, atom 21 (H): 0.112, atom 22 (H): 0.112, atom 23 (H): 0.156, atom 24 (H): 0.152, atom 25 (C): -0.036, atom 26 (N): -0.113, atom 27 (C): -0.026, atom 28 (C): -0.044, atom 29 (N): -0.027, atom 30 (B): -0.413, atom 31 (N): -0.001, atom 32 (C): -0.039, atom 33 (C): -0.026, atom 34 (N): -0.117, atom 35 (C): -0.012, atom 36 (C): -0.697, atom 37 (S): 0.546, atom 38 (C): -0.722, atom 39 (S): 0.614, atom 40 (H): 0.099, atom 41 (H): 0.010, atom 42 (H): 0.108, atom 43 (H): 0.125, atom 44 (H): 0.125, atom 45 (H): 0.080, atom 46 (H): 0.081, atom 47 (H): 0.129, atom 48 (H): 0.126, atom 49 (H): 0.103, atom 50 (H): 0.053, atom 51 (H): 0.098, atom 52 (I): 0.867, atom 53 (C): -1.124, atom 54 (I): 0.989, atom 55 (H): -0.037, atom 56 (H): -0.026, atom 57 (C): -0.322, atom 58 (As): 0.881, atom 59 (C): -0.326, atom 60 (C): -0.329, atom 61 (H): 0.032, atom 62 (H): 0.018, atom 63 (H): 0.007, atom 64 (H): 0.033, atom 65 (H): 0.009, atom 66 (H): 0.009, atom 67 (H): 0.030, atom 68 (H): 0.019, atom 69 (H): 0.017, atom 70 (I): 0.912, atom 71 (C): -0.764, atom 72 (C): -0.143, atom 73 (C): -0.047, atom 74 (C): -0.262, atom 75 (N): -0.117, atom 76 (C): -0.248, atom 77 (H): 0.093, atom 78 (H): 0.118, atom 79 (H): 0.099, atom 80 (H): 0.041